# 1
A 2-piece molecular cluster, C6H14O overall. Source: the OMol25 dataset; level of theory: ωB97M-V with the def2-TZVPD basis set.

Results
* orbital gap: 10.46 eV
* DFT total energy: -8496.4281 eV
* SMILES string: CC(C)=O.CCC
* charge: 0

Each line ends with the Mulliken charge.
Atoms and positions in Å:
C 3.820 0.233 -1.158  -1.01
C 3.231 -1.147 -0.977  0.81
C 2.757 -1.839 -2.234  -1.01
O 3.144 -1.672 0.121  -0.55
H 4.128 0.651 -0.185  0.28
H 3.077 0.910 -1.612  0.30
H 4.703 0.188 -1.817  0.30
H 1.965 -1.246 -2.721  0.30
H 3.593 -1.959 -2.944  0.30
H 2.352 -2.837 -1.995  0.28
C -2.425 1.694 2.145  -1.06
C -3.058 1.110 0.882  -0.17
C -3.474 -0.347 1.074  -1.06
H -3.143 1.650 2.981  0.30
H -2.131 2.746 1.989  0.29
H -1.528 1.115 2.420  0.29
H -3.946 1.711 0.607  0.26
H -2.334 1.177 0.047  0.26
H -4.208 -0.425 1.893  0.30
H -3.928 -0.753 0.155  0.29
H -2.593 -0.960 1.332  0.29

***

# 2
C44H37BBrF4N7O2PTi as an isolated structure. Source: the OMol25 dataset; level of theory: ωB97M-V with the def2-TZVPD basis set.

Results
* 2S+1: 2
* orbital gap (spin up / spin down): 6.00 / 6.93 eV
* <S²>: 0.77
* DFT total energy: -174757.8960 eV
* charge: 0

Each line ends with the Mulliken spin population.
Atoms and positions in Å:
Ti -0.576 -0.695 0.924  0.73
C -3.765 -2.399 0.940  0.00
C -3.758 -0.929 1.252  0.02
C -4.996 -0.305 1.342  0.02
C -5.073 1.061 1.579  0.01
C -3.904 1.756 1.763  0.02
C -2.680 1.074 1.700  0.00
N -2.609 -0.265 1.431  0.00
C -1.422 1.740 1.931  0.11
C -1.309 3.124 2.115  -0.05
C -0.093 3.673 2.446  0.06
C 0.994 2.815 2.637  -0.04
C 0.853 1.462 2.399  0.06
N -0.326 0.916 2.002  0.02
C 1.968 0.540 2.659  -0.02
C 3.297 0.948 2.536  0.01
C 4.294 0.054 2.884  -0.01
C 3.937 -1.203 3.331  0.01
C 2.584 -1.549 3.386  0.00
C 2.182 -2.931 3.786  0.00
N 1.628 -0.690 3.060  0.01
H -4.165 -2.948 1.794  0.00
H -2.775 -2.784 0.707  0.00
H -4.420 -2.568 0.086  0.00
H -5.891 -0.886 1.194  0.00
H -6.024 1.572 1.601  0.00
H -3.929 2.819 1.927  0.00
H -2.173 3.760 2.004  0.01
H 0.019 4.736 2.589  0.00
H 1.932 3.211 2.989  0.00
H 3.546 1.932 2.171  0.00
H 5.334 0.335 2.804  0.00
H 4.692 -1.914 3.633  0.00
H 2.893 -3.361 4.490  0.00
H 2.177 -3.539 2.880  0.00
H 1.181 -2.940 4.207  0.00
O 2.576 -2.663 0.512  0.01
C 2.240 -1.554 0.126  0.01
O 1.116 -1.002 0.427  -0.04
C 3.132 -0.752 -0.782  0.00
C 4.386 -1.274 -1.088  0.00
C 5.214 -0.630 -1.984  0.00
C 4.785 0.540 -2.596  0.00
C 3.551 1.074 -2.281  0.00
C 2.716 0.450 -1.355  0.01
P 1.044 1.151 -1.010  0.01
C 0.548 1.055 -2.779  0.00
C 0.217 2.116 -3.607  0.00
C -0.204 1.879 -4.905  0.00
C -0.311 0.587 -5.384  0.00
C 0.043 -0.477 -4.569  0.00
C 0.468 -0.245 -3.277  0.00
C 1.456 2.912 -0.767  0.00
C 0.400 3.823 -0.796  0.01
C 0.616 5.153 -0.485  -0.01
C 1.881 5.582 -0.112  0.00
C 2.917 4.669 -0.020  0.00
C 2.708 3.340 -0.337  0.00
H 4.674 -2.197 -0.608  0.00
H 6.187 -1.039 -2.215  0.00
H 5.417 1.033 -3.320  0.00
H 3.223 1.990 -2.755  0.00
H 0.278 3.132 -3.249  0.00
H -0.451 2.711 -5.550  0.00
H -0.665 0.409 -6.390  0.00
H -0.007 -1.492 -4.940  0.00
H 0.743 -1.081 -2.640  0.00
H -0.590 3.476 -1.056  0.00
H -0.204 5.855 -0.527  0.00
H 2.059 6.619 0.126  0.00
H 3.892 4.997 0.309  0.00
H 3.516 2.628 -0.252  0.00
F -3.049 2.566 -0.994  0.00
B -2.837 1.330 -1.521  0.00
F -1.713 0.729 -0.852  -0.03
F -3.908 0.474 -1.326  0.00
F -2.570 1.379 -2.871  0.00
Br -2.209 -6.382 4.074  0.00
C -1.542 -4.745 3.348  0.01
C -1.902 -3.544 3.928  0.00
C -1.495 -2.357 3.334  0.02
C -0.734 -2.339 2.163  -0.05
C -0.322 -3.579 1.661  0.02
C -0.725 -4.777 2.233  -0.01
H -2.511 -3.528 4.819  0.00
H -1.800 -1.420 3.797  0.01
H 0.343 -3.625 0.802  0.00
H -0.424 -5.721 1.806  0.00
N -2.665 -3.256 -4.827  0.00
C -2.606 -2.424 -3.766  0.00
N -3.353 -1.316 -3.778  0.00
N -1.829 -2.793 -2.783  0.00
C -1.521 -2.214 -1.698  0.05
N -1.125 -1.905 -0.648  -0.03
H -3.382 -3.138 -5.523  0.00
H -2.232 -4.160 -4.739  0.00
H -3.835 -1.033 -4.614  0.00
H -3.248 -0.612 -3.063  0.00

***

# 3
The molecule C18H27N3O2. Source: the OMol25 dataset; level of theory: ωB97M-V with the def2-TZVPD basis set.

Results
* orbital gap: 8.94 eV
* DFT total energy: -27670.6145 eV
* SMILES string: CC(C)N1CCNC(=O)[C@H]1CC(=O)NCCCc1ccccc1
* charge: 0

Each line ends with the Mulliken charge.
Atoms and positions in Å:
C 0.603 4.140 -2.858  -1.66
C 0.032 3.047 -1.954  0.36
C -0.446 3.659 -0.628  -1.19
N 0.982 1.956 -1.836  0.09
C 2.302 2.281 -1.329  -0.65
C 3.074 1.027 -0.900  -0.62
N 2.733 -0.083 -1.755  -0.08
C 1.455 -0.395 -2.011  -0.22
O 1.113 -1.396 -2.611  -0.70
C 0.463 0.656 -1.506  0.00
C 0.140 0.411 0.006  -0.65
C 0.738 -0.889 0.516  0.04
O 1.703 -0.916 1.259  -0.72
N 0.105 -1.993 0.085  0.24
C 0.553 -3.329 0.393  -0.86
C -0.592 -4.206 0.896  -0.63
C -1.118 -3.771 2.270  -1.27
C -1.721 -2.394 2.259  0.77
C -2.870 -2.134 1.522  -0.23
C -3.425 -0.867 1.498  -0.66
C -2.841 0.160 2.220  -0.50
C -1.703 -0.091 2.968  -0.58
C -1.148 -1.359 2.987  -0.22
H 1.015 3.698 -3.761  0.40
H -0.185 4.834 -3.139  0.48
H 1.385 4.699 -2.350  0.34
H -0.843 2.619 -2.460  0.32
H -1.132 4.476 -0.837  0.49
H 0.390 4.059 -0.058  0.26
H -0.965 2.924 -0.021  0.18
H 2.267 2.972 -0.475  0.26
H 2.852 2.777 -2.138  0.49
H 4.146 1.216 -0.978  0.50
H 2.850 0.767 0.142  0.15
H 3.443 -0.752 -2.012  0.29
H -0.455 0.515 -2.086  0.70
H -0.939 0.388 0.158  0.21
H 0.559 1.221 0.603  0.48
H -0.603 -1.906 -0.628  0.36
H 1.330 -3.229 1.155  0.38
H 0.993 -3.779 -0.505  0.27
H -1.403 -4.183 0.165  0.38
H -0.233 -5.234 0.965  0.41
H -0.298 -3.802 2.989  0.38
H -1.877 -4.491 2.591  0.36
H -3.340 -2.933 0.964  0.38
H -4.317 -0.681 0.917  0.40
H -3.274 1.150 2.203  0.44
H -1.243 0.704 3.537  0.38
H -0.255 -1.542 3.565  0.25

***

# 4
C17H19FeNO4S as an isolated structure. Source: the OMol25 dataset; level of theory: ωB97M-V with the def2-TZVPD basis set.

Results
* 2S+1: 5
* orbital gap (spin up / spin down): 5.91 / 6.80 eV
* <S²>: 6.11
* DFT total energy: -72832.4495 eV
* charge: 0

Each line ends with the Mulliken spin population.
Atoms and positions in Å:
C -3.057 -1.102 2.283  -0.01
C -1.613 -1.192 2.554  0.48
C -0.744 -0.247 3.174  -0.24
Fe 0.590 -0.215 1.656  3.14
C 0.590 1.617 1.735  0.00
O 0.418 2.742 1.978  0.01
C -0.912 -0.222 0.255  0.12
O -0.940 -0.997 -0.686  0.05
C 2.326 -0.590 2.485  -0.05
C 2.427 -0.087 1.124  0.07
C 1.776 -1.033 0.257  -0.03
C 1.250 -2.092 1.079  0.23
C 1.605 -1.826 2.441  0.05
H -3.677 -1.399 3.147  0.04
H -3.378 -0.105 1.951  0.00
H -3.295 -1.805 1.468  0.01
H -1.245 -2.236 2.560  0.00
H -1.094 0.776 3.380  0.02
H -0.088 -0.627 3.976  0.03
H 2.773 -0.138 3.366  0.00
H 2.977 0.790 0.794  0.01
H 1.758 -0.999 -0.824  0.00
H 0.767 -2.994 0.717  0.01
H 1.427 -2.500 3.269  0.01
C -5.753 -1.355 -4.364  0.00
C -4.770 -0.413 -3.723  0.00
C -3.402 -0.712 -3.719  0.00
C -2.505 0.078 -3.001  0.00
C -3.004 1.109 -2.209  0.00
S -1.966 1.942 -1.003  0.02
N -1.842 0.761 0.479  0.03
O -0.616 2.043 -1.506  0.00
O -2.663 3.064 -0.429  0.00
C -4.323 1.542 -2.353  0.00
C -5.210 0.760 -3.096  0.00
H -6.738 -0.885 -4.442  0.00
H -5.422 -1.654 -5.365  0.00
H -5.863 -2.272 -3.769  0.00
H -3.046 -1.587 -4.259  0.00
H -1.439 -0.138 -3.035  0.00
H -1.647 1.406 1.256  0.00
H -4.657 2.448 -1.860  0.00
H -6.258 1.040 -3.167  0.00

***

# 5
A 2-piece molecular cluster, C5H14NO overall. Source: the OMol25 dataset; level of theory: ωB97M-V with the def2-TZVPD basis set.

Results
* orbital gap: 9.12 eV
* DFT total energy: -8941.1379 eV
* charge: +1

Each line ends with the Mulliken charge.
Atoms and positions in Å:
C -1.297 2.748 1.140  -1.21
C -0.843 1.372 1.686  -0.23
C 0.331 0.784 0.848  -0.87
C 0.134 0.762 -0.677  -0.51
C -0.455 -1.352 -1.859  -0.13
N -0.731 -0.364 -1.093  -0.01
H -1.514 3.406 1.977  0.35
H -0.358 3.214 0.803  0.34
H -2.097 2.829 0.416  0.30
H -0.370 1.536 2.651  0.29
H -1.641 0.630 1.634  0.34
H 1.240 1.341 1.078  0.40
H 0.548 -0.244 1.154  0.38
H -0.371 1.641 -1.060  0.33
H 1.109 0.572 -1.130  0.39
H -1.076 -1.682 -2.700  0.31
H 0.559 -1.749 -1.900  0.25
H -1.588 -0.296 -0.538  0.27
H 2.773 -4.010 -0.681  0.32
H 2.274 -3.563 0.746  0.32
O 2.284 -3.332 -0.176  -0.62

***

# 6
The molecule ClH2OPS2. Source: the OMol25 dataset; level of theory: ωB97M-V with the def2-TZVPD basis set.

Results
* 2S+1: 3
* orbital gap (spin up / spin down): 5.78 / 6.23 eV
* <S²>: 2.01
* DFT total energy: -45558.6131 eV
* charge: 0

Each line ends with the Mulliken spin population.
Atoms and positions in Å:
O 1.555 1.073 0.199  0.22
P 0.106 0.352 1.242  0.32
S -0.980 1.715 2.072  1.08
S -0.975 -0.979 0.051  0.23
Cl 1.113 -0.908 2.499  0.18
H 1.586 0.614 -0.614  -0.02
H -2.209 -0.545 0.540  0.00

***

Table of maximum force (eV/A), in record order: 1.1; 3.0; 0.6; 6.3; 2.4; 5.9
Table of relative energy (zero: lowest compared OMol25 entry of this formula, charge and spin) (kcal per mole), in record order: 10.7; 17.2; 31.5; 0.0; 66.2; 23.5